(1)
Molecular formula: C12H17N
Method: DFT, ωB97M-V/def2-TZVPD

The energy relative to the best compared isomer or geometry (same formula, charge and spin) comes out at 33.5 kcal per mole. For the LUMO energy, the calculation gives 0.96 eV. As for the structure (SMILES): CCN[C@H]1CCc2ccccc2C1. The value obtained for the HOMO-LUMO gap is 9.7 eV. As for the strongest force on any atom: 4.49 eV/Å. The HOMO energy is -0.32273 Ha.

The geometry in ORCA input format:
```
! wB97M-V def2-TZVPD RIJCOSX def2/J DEFGRID3
* xyz 0 1
C -1.179 -0.656 3.280
C -1.449 -1.810 2.375
C 0.125 -0.956 0.707
C 1.364 -1.395 -0.142
C 2.044 -0.173 -0.745
C 1.029 0.844 -1.419
C 1.544 1.764 -2.359
C 0.623 2.611 -2.989
C -0.721 2.589 -2.642
C -1.229 1.689 -1.749
C -0.339 0.718 -1.157
C -0.880 -0.287 -0.154
H -0.969 0.307 2.783
H -2.139 -0.358 3.830
H -0.268 -0.750 3.972
H -2.378 -1.812 1.795
H -1.397 -2.787 2.887
H 0.359 -2.444 1.971
H 0.630 -0.112 1.297
H 1.179 -1.980 -1.018
H 2.011 -1.940 0.524
H 2.563 0.393 0.122
H 2.933 -0.465 -1.339
H 2.630 1.787 -2.424
H 1.015 3.300 -3.802
H -1.350 3.247 -3.275
H -2.313 1.534 -1.565
H -1.594 0.258 0.488
H -1.520 -1.061 -0.716
N -0.325 -2.054 1.464
*
```


(2)
Molecular formula: C5H8N3O2
Method: DFT, ωB97M-V/def2-TZVPD

The energy relative to the best compared isomer or geometry (same formula, charge and spin) comes out at 74.5 kcal per mole. For the LUMO energy (spin up / spin down), the calculation gives -5.53 / -5.53 eV. The value obtained for the HOMO-LUMO gap (spin up / spin down) is 7.1 / 7.1 eV. As for the strongest force on any atom: 4.44 eV/Å. The HOMO energy (spin up / spin down) is -0.46341 / -0.46358 Ha.

The geometry in ORCA input format:
```
! wB97M-V def2-TZVPD RIJCOSX def2/J DEFGRID3
* xyz 1 1
C -2.044 1.390 0.016
C -2.598 0.510 0.897
C -1.107 -0.460 -0.362
C 1.671 0.048 0.207
C -0.240 -1.483 -0.781
N -1.203 0.768 -0.811
N 1.493 1.222 -0.372
N 2.844 -0.206 0.691
O -2.014 -0.699 0.636
O -0.127 -2.603 -0.228
H -2.411 2.476 -0.270
H -3.352 0.686 1.574
H 0.525 -1.296 -1.527
H 0.645 1.225 -0.978
H 2.257 1.780 -0.439
H 3.143 -1.039 1.084
H 3.559 0.495 0.563
H -1.041 -2.816 0.102
*
```